Entry 1:
54
Properties=species:S:1:pos:R:3:mulliken_charge:R:1 method="wB97M-V/def2-TZVPD" total_charge=+1 max_force_ha_per_bohr=0.0028 relative_energy_ev=0.000 lumo_ha="-0.09051 / -0.09053" orbital_gap_ev="9.5 / 9.5"
Ni 1.362 -0.357 -0.267 -0.4971
N 3.257 -0.650 -0.403 -0.2264
C 3.876 0.417 -1.223 -0.6258
C 3.204 1.719 -0.834 -0.5494
N 1.745 1.492 -0.909 -0.3358
H 3.586 -0.601 0.560 0.2737
H 3.507 -1.573 -0.746 0.3520
H 3.679 0.185 -2.271 0.3132
H 4.956 0.464 -1.080 0.3912
H 3.534 2.541 -1.470 0.4291
H 3.442 1.962 0.200 0.3114
H 1.392 1.632 -1.853 0.1985
H 1.239 2.130 -0.303 0.2680
O -0.508 0.073 -0.215 -0.3169
S -1.379 -0.726 -1.200 0.2920
C -2.961 0.072 -1.086 0.1000
C -3.151 1.113 -0.196 0.0253
C -4.410 1.698 -0.122 -0.6918
C -5.443 1.236 -0.923 -0.4509
C -5.233 0.179 -1.803 -0.6785
C -3.987 -0.417 -1.885 -0.2775
C -0.837 -0.188 -2.806 0.5395
C -1.067 1.106 -3.262 -0.4836
C -0.501 1.500 -4.463 -0.6277
C 0.278 0.606 -5.193 -0.4799
C 0.495 -0.683 -4.731 -0.6628
C -0.063 -1.088 -3.525 -0.3646
H -2.335 1.448 0.429 0.4318
H -4.581 2.512 0.569 0.4210
H -6.420 1.694 -0.858 0.3999
H -6.044 -0.185 -2.419 0.4029
H -3.817 -1.245 -2.562 0.4343
H -1.688 1.785 -2.690 0.4607
H -0.679 2.498 -4.841 0.4234
H 0.708 0.919 -6.136 0.4315
H 1.091 -1.376 -5.308 0.4426
H 0.102 -2.088 -3.141 0.4673
F 1.196 -3.029 -0.758 -0.2905
C 1.134 -2.149 0.293 1.2369
F -0.030 -2.430 0.929 -0.2379
F 2.112 -2.571 1.155 -0.2878
N 2.012 0.697 2.110 -0.3529
C 1.599 0.240 3.082 0.0967
C 1.082 -0.335 4.293 0.6220
C 0.621 -1.649 4.299 -0.3124
C 0.128 -2.183 5.477 -0.6462
C 0.097 -1.413 6.632 -0.3821
C 0.559 -0.103 6.620 -0.5840
C 1.055 0.444 5.450 -0.4256
H 0.651 -2.237 3.392 0.3645
H -0.232 -3.202 5.493 0.4154
H -0.288 -1.838 7.550 0.3909
H 0.535 0.491 7.523 0.3942
H 1.420 1.461 5.425 0.4583

=====

Entry 2:
17
Properties=species:S:1:pos:R:3:mulliken_charge:R:1 method="wB97M-V/def2-TZVPD" total_charge=+1 max_force_ha_per_bohr=0.0828 relative_energy_ev=0.000 lumo_ha=-0.13912 orbital_gap_ev=9.6
C -0.278 2.197 -0.041 -1.1863
C -0.159 0.978 0.856 -0.1552
C -0.862 -0.260 0.370 0.0810
F -0.872 -1.194 1.366 -0.3026
I -2.859 -0.030 -0.417 0.2025
C 0.078 -1.198 -0.907 -0.8107
N 1.244 -1.783 -0.223 -0.2068
H -1.323 2.454 -0.199 0.3431
H 0.185 2.034 -1.010 0.2986
H 0.202 3.045 0.437 0.3598
H 0.897 0.742 1.039 0.2067
H -0.600 1.208 1.830 0.2942
H -0.597 -1.952 -1.291 0.4393
H 0.367 -0.480 -1.664 0.3775
H 0.947 -2.589 0.344 0.3831
H 1.670 -1.086 0.407 0.2973
H 1.960 -2.086 -0.897 0.3786